C26H54O7 | ωB97M-V/def2-TZVPD

Geometry as XYZ:
```
87
C26H54O7 ωB97M-V/def2-TZVPD
C -3.32 0.62 -2.81
C -3.99 -0.49 -2.05
C -4.21 0.03 -0.64
O -4.08 1.47 -0.75
C -3.90 1.85 -2.10
H -3.51 0.52 -3.87
H -2.24 0.58 -2.65
H -3.29 -1.33 -2.09
H -4.94 -0.90 -2.43
H -3.43 -0.37 0.01
H -5.19 -0.15 -0.20
H -3.25 2.72 -2.19
H -4.86 2.14 -2.55
C 0.44 -3.57 -1.99
C 0.30 -5.02 -2.39
C -0.90 -4.99 -3.34
O -1.74 -3.98 -2.82
C -1.05 -3.11 -1.95
H 0.90 -3.04 -2.82
H 1.05 -3.38 -1.11
H 0.08 -5.67 -1.53
H 1.19 -5.50 -2.80
H -1.42 -5.94 -3.44
H -0.49 -4.74 -4.33
H -1.42 -3.08 -0.92
H -1.05 -2.13 -2.43
C 0.61 4.82 0.59
C 0.65 6.15 1.30
C -0.80 6.37 1.72
O -1.34 5.08 2.00
C -0.53 4.10 1.37
H 1.56 4.29 0.70
H 0.37 4.94 -0.47
H 1.00 7.00 0.71
H 1.26 6.03 2.20
H -1.30 6.77 0.83
H -0.87 7.05 2.56
H -1.10 3.53 0.64
H 0.03 3.44 2.04
C 2.72 -3.48 3.72
C 1.37 -3.98 3.20
C 0.98 -2.82 2.29
O 1.54 -1.63 2.87
C 2.50 -1.96 3.86
H 3.50 -3.60 2.96
H 2.98 -3.91 4.69
H 0.76 -4.12 4.08
H 1.51 -4.89 2.62
H -0.08 -2.71 2.07
H 1.50 -2.95 1.33
H 2.15 -1.70 4.86
H 3.41 -1.40 3.61
C 0.63 -2.31 -5.63
C 0.48 -1.09 -4.72
C 1.20 0.02 -5.49
O 1.72 -0.55 -6.70
C 1.05 -1.78 -6.99
H -0.30 -2.88 -5.57
H 1.33 -3.05 -5.21
H 0.92 -1.16 -3.73
H -0.58 -0.82 -4.71
H 2.05 0.52 -5.03
H 0.47 0.77 -5.84
H 1.73 -2.47 -7.47
H 0.21 -1.53 -7.64
C 0.89 2.90 4.88
C 1.60 3.12 6.20
C 1.94 1.70 6.69
O 1.10 0.83 5.95
C 0.25 1.53 5.05
H 1.64 2.90 4.08
H 0.24 3.72 4.57
H 0.95 3.60 6.94
H 2.47 3.75 6.04
H 1.75 1.58 7.75
H 2.99 1.47 6.49
H -0.76 1.70 5.46
H 0.08 0.93 4.15
C -0.04 0.67 -1.05
C 0.87 0.37 0.14
O 0.10 0.21 1.31
H -0.84 1.40 -0.96
H -0.51 -0.27 -1.37
H 0.65 0.88 -1.88
H 1.62 1.17 0.22
H 1.36 -0.59 -0.09
H 0.69 -0.19 1.97
```

Values from the calculation:
Relative energy (zero: lowest compared OMol25 entry of this formula, charge and spin) in eV: 1.789
Calculated total energy in Eh: -1549.5856
Kohn-Sham gap in eV: 9.8970
Total charge: 0
SMILES: C1CCOC1.C1CCOC1.C1CCOC1.C1CCOC1.C1CCOC1.C1CCOC1.CCO